Record 1
C16H20N2O5S | ωB97M-V/def2-TZVPD

The geometry in XYZ format:
```
44
Properties=species:S:1:pos:R:3:forces:R:3:lowdin_charge:R:1
H 1.299 -0.505 -3.766 -2.5 -2.7 0.3 0.20
H -4.895 -3.485 -4.863 0.6 0.5 0.6 0.11
O -0.072 1.824 -1.429 1.1 -4.3 -0.5 -0.04
H 4.158 3.747 4.402 -0.7 0.1 0.4 0.08
H 0.004 0.360 -5.572 -0.5 3.7 0.0 0.03
C 0.235 -1.184 -3.909 1.5 13.7 -1.7 -0.11
C -0.157 -0.597 -5.316 1.0 -8.5 -1.8 -0.09
H -1.061 -1.223 -5.617 0.3 1.9 0.1 0.10
H 0.082 3.473 1.791 -4.0 2.8 3.8 0.00
O -3.175 -0.486 -3.188 -16.8 10.6 -0.9 0.29
C -3.946 -2.941 -4.697 2.0 -10.2 -1.4 -0.07
H -3.148 -3.478 -5.447 -1.7 0.1 1.1 0.14
H 4.024 2.313 5.248 1.1 -3.3 0.4 0.02
H 1.809 4.287 4.958 -0.3 -0.8 0.1 0.14
N 0.208 -2.048 0.319 -1.0 0.2 -4.5 0.05
H -3.845 -2.177 -5.182 -0.2 9.5 -4.5 -0.04
O 1.860 2.729 3.727 -1.9 -2.2 -1.4 -0.01
C 0.425 0.448 0.392 1.6 -3.2 3.9 -0.04
C -0.784 -0.260 -3.079 0.1 -8.8 2.8 -0.02
C 0.398 -1.020 1.090 -0.3 4.3 -7.8 -0.67
C 1.577 1.427 3.909 0.1 -2.1 -4.3 -0.49
C -0.138 -1.643 -1.140 -0.2 -17.3 9.0 -0.13
C 1.240 0.708 2.609 0.0 1.2 0.5 -0.33
C -2.207 -0.903 -3.118 14.2 -8.4 -0.2 -0.48
O -2.235 -2.302 -3.186 9.0 0.6 0.1 -0.04
H -0.812 0.746 -3.170 0.3 3.1 -0.4 0.10
H -4.098 -2.353 -2.894 0.4 -2.0 0.8 0.16
C -3.289 -3.003 -3.421 -7.4 0.1 2.7 -0.37
S 1.070 -1.051 2.513 1.7 0.5 5.2 1.17
H 3.820 3.810 6.314 -0.7 -1.7 -3.4 0.17
O 1.731 0.827 4.915 -0.1 -1.2 1.8 0.11
C 0.928 1.343 1.453 -3.3 1.7 -1.3 -0.17
C 0.667 2.931 1.258 9.7 -5.5 -3.1 0.04
C 2.094 3.208 4.952 1.1 3.3 4.8 -0.33
H 1.627 2.604 5.842 0.4 1.5 -2.0 0.16
H -0.643 -2.769 -1.526 1.9 3.8 0.2 0.23
H 0.568 -1.082 -6.096 -0.8 0.5 1.2 0.11
H 0.609 3.034 0.187 -0.4 0.4 -0.1 0.04
H 0.253 -2.140 -3.807 -0.1 -5.8 0.9 0.03
H 1.852 3.177 1.545 -3.2 0.5 -0.9 0.15
N -0.392 -0.599 -1.559 -0.7 13.5 -6.4 0.06
C 0.152 0.628 -0.957 -2.8 4.5 1.9 -0.29
C 3.574 3.214 5.184 1.0 4.9 3.0 -0.08
H -3.242 -4.064 -3.149 0.4 0.5 0.8 0.14
```
Forces are in eV/Å.

Properties
Kohn-Sham gap = 7.886 eV
DFT total energy = -1505.125062 Eh
energy above the lowest of the compared OMol25 structures with the same formula, charge and spin = 1411.5 kJ/mol
highest occupied orbital energy = -8.0 eV
charge = 0



Record 2
C16H20N2OS | ωB97M-V/def2-TZVPD

The geometry in XYZ format:
```
40
Properties=species:S:1:pos:R:3:forces:R:3:lowdin_charge:R:1
H -0.993 -0.724 -0.563 0.1 0.0 0.1 0.14
H -2.783 -1.135 1.748 0.0 0.0 -0.2 0.15
C -2.788 -2.622 0.188 0.0 0.2 0.2 -0.05
C -3.700 -0.231 0.050 -0.1 0.0 0.1 -0.18
C 2.153 0.217 -1.274 -0.2 0.0 -0.1 -0.21
S 4.815 -0.568 -0.813 -0.2 0.6 0.2 1.02
H -6.194 2.341 -1.407 -0.1 0.1 0.0 0.10
C 3.480 0.530 -0.655 0.3 -0.2 -0.1 -0.52
H 3.146 2.405 0.343 -0.2 0.1 0.0 0.11
C -0.545 -0.123 1.311 0.3 0.0 -0.3 -0.49
H 1.529 0.361 1.560 -0.1 0.0 -0.1 0.13
O -0.845 0.010 2.479 0.0 0.1 0.5 0.06
C -4.800 1.912 0.163 0.0 0.1 0.1 -0.08
H -4.955 2.855 0.667 0.0 0.1 0.0 0.10
H 1.684 1.146 -1.613 0.1 -0.1 0.0 0.13
C 0.792 0.351 0.742 0.0 0.0 0.1 -0.11
H 6.821 0.141 0.362 0.2 0.0 0.1 0.06
H 0.853 -2.257 0.575 0.0 -0.1 0.0 0.08
H -2.102 -3.243 0.760 0.1 0.0 0.0 0.08
H 5.598 2.304 1.205 0.1 0.1 0.1 0.10
H -4.248 -1.443 -1.636 0.0 -0.1 0.0 0.10
C 5.153 1.546 0.585 0.2 0.0 0.1 -0.19
C -5.494 1.625 -1.001 -0.1 0.0 -0.1 -0.10
H -2.530 -2.709 -0.865 0.0 -0.1 -0.1 0.07
H -3.799 -2.992 0.340 -0.1 -0.1 0.0 0.09
H 0.643 1.383 0.411 0.0 0.0 0.0 0.13
C 5.810 0.438 0.163 -0.1 -0.3 -0.2 -0.41
N 1.202 -0.454 -0.393 0.0 0.1 -0.1 -0.23
N -1.349 -0.665 0.380 -0.2 -0.2 -0.2 0.10
C 3.820 1.597 0.118 -0.1 -0.1 -0.2 -0.14
H 1.900 -2.359 -0.851 0.0 -0.1 0.0 0.09
C -2.681 -1.174 0.657 0.0 -0.1 0.1 -0.31
C 1.657 -1.766 0.029 0.0 0.0 0.1 -0.08
C -3.911 0.991 0.683 0.0 0.0 0.0 -0.03
H 2.539 -1.725 0.681 0.0 0.0 0.0 0.08
H -3.368 1.211 1.590 0.1 0.0 0.1 0.12
H -5.825 0.185 -2.548 0.0 0.0 -0.1 0.10
H 2.299 -0.432 -2.143 -0.1 0.1 0.0 0.11
C -5.288 0.416 -1.639 -0.1 0.1 -0.1 -0.09
C -4.393 -0.506 -1.121 0.1 -0.1 0.1 -0.04
```
Forces are in eV/Å.

Properties
Kohn-Sham gap = 9.527 eV
DFT total energy = -1204.637148 Eh
energy above the lowest of the compared OMol25 structures with the same formula, charge and spin = 87.7 kJ/mol
highest occupied orbital energy = -8.9 eV
charge = 0



Record 3
C16H20N3O2S2SrTe | ωB97M-V/def2-TZVPD

The geometry in XYZ format:
```
45
Properties=species:S:1:pos:R:3:forces:R:3:lowdin_charge:R:1
H -3.205 -2.239 -4.011 0.0 0.0 0.0 0.11
C 1.288 3.774 -1.748 0.0 0.0 0.0 -0.07
H 1.952 4.242 1.711 0.0 0.0 0.0 0.09
C 1.641 0.559 4.861 0.0 0.0 0.0 -0.28
C 2.969 0.945 4.519 0.0 -0.1 0.0 -0.23
H 0.595 1.371 -3.045 0.0 0.0 0.0 0.10
S -1.982 -4.063 0.405 0.0 0.0 -0.1 0.40
Te -0.768 -1.342 4.071 0.0 0.1 0.2 0.50
C -2.661 -3.027 -2.102 0.0 0.0 0.0 -0.19
S 2.312 -0.898 2.903 0.0 0.0 0.1 0.87
C -3.755 -4.308 -3.826 0.0 0.0 0.0 -0.12
H -4.158 -6.356 -3.324 0.0 0.0 0.0 0.09
H -3.191 -6.190 -1.063 0.0 0.0 0.0 0.09
C -3.209 -3.115 -3.371 0.0 0.0 0.0 -0.05
N 0.810 2.698 0.863 0.0 0.1 0.0 -0.17
C 1.133 -0.436 4.070 0.0 0.0 -0.1 -1.13
H 4.457 0.298 3.034 0.0 0.0 0.0 0.05
H 1.875 0.499 -2.188 0.0 0.0 0.0 0.10
C 3.473 0.235 3.471 0.0 0.1 0.0 -0.46
H -1.097 2.211 1.568 0.0 0.0 0.0 0.09
C -0.089 2.351 1.952 0.0 0.0 0.0 -0.06
O -0.796 -1.601 -1.742 -0.1 0.0 0.0 -0.14
H -0.043 0.380 -1.147 0.1 0.0 0.0 0.02
H 2.209 4.138 -2.208 0.0 0.0 0.0 0.08
H 0.471 3.899 -2.470 0.0 0.0 0.0 0.09
H 0.217 1.442 2.482 0.0 0.0 0.0 0.04
H -0.093 3.174 2.668 0.0 0.0 0.0 0.09
C 0.755 1.899 -0.255 0.1 -0.1 -0.1 -0.45
H 1.072 0.997 5.669 0.0 0.0 0.0 0.09
C -3.197 -5.325 -1.715 0.0 0.0 0.0 -0.14
H 3.532 1.703 5.049 0.0 0.0 0.0 0.09
H 2.284 1.894 -3.199 0.0 0.0 0.0 0.08
H 2.514 2.603 2.092 0.0 0.0 0.0 0.07
N 1.437 2.378 -1.370 0.0 0.0 0.1 -0.17
O -2.756 -0.956 -0.929 0.1 -0.1 0.0 -0.14
C -2.045 -1.753 -1.603 0.0 0.0 -0.2 -0.77
C -2.646 -4.133 -1.230 0.0 0.1 0.0 -0.66
H 1.066 4.381 -0.876 0.0 0.0 0.0 0.08
H 2.786 3.282 0.475 0.0 0.0 0.0 0.08
H -4.183 -4.372 -4.820 0.0 0.0 0.0 0.08
C 1.545 1.485 -2.509 0.0 0.0 0.0 -0.07
Sr -0.990 -1.334 0.793 -0.1 -0.1 0.1 1.06
C -3.741 -5.414 -2.987 0.0 0.0 0.0 -0.12
C 2.087 3.236 1.305 0.0 0.0 0.0 -0.05
N 0.123 0.784 -0.224 -0.1 0.0 -0.1 0.06
```
Forces are in eV/Å.

Properties
Kohn-Sham gap = 6.243 eV
DFT total energy = -2031.736293 Eh
highest occupied orbital energy = -3.9 eV
charge = -1



Record 4
C16H20N4O3 | ωB97M-V/def2-TZVPD

The geometry in XYZ format:
```
43
Properties=species:S:1:pos:R:3:forces:R:3:lowdin_charge:R:1
H 0.555 -1.126 2.355 0.1 0.0 0.0 0.13
H 0.152 3.435 1.233 0.1 0.0 -0.1 0.13
H -2.785 -3.802 -0.458 0.0 -0.1 0.0 0.12
C 0.510 2.481 0.840 0.3 -0.2 0.6 -0.15
C -2.260 -2.867 -0.560 0.1 0.2 0.0 0.02
C -2.072 -0.553 0.068 -0.3 -0.1 0.2 0.04
H -4.704 -0.112 1.023 0.0 0.0 0.0 0.10
H 2.497 3.638 -1.334 0.0 0.1 0.1 0.07
H 1.494 2.049 2.734 -0.1 0.0 0.0 0.13
H 1.947 -0.468 3.267 0.0 0.0 0.0 0.13
C 0.823 0.931 -1.748 0.0 -0.7 -0.2 -0.05
N 0.582 -1.429 -2.314 0.2 -0.3 -0.2 0.16
O 1.549 0.435 1.444 0.1 0.0 -0.1 -0.15
N 2.443 1.342 -3.243 0.2 0.9 0.3 0.04
C 2.496 -1.736 1.600 -0.1 0.4 0.5 -0.23
C -0.939 -0.391 -0.757 0.1 -0.5 -0.2 -0.07
N 2.181 0.018 -3.342 -0.3 -1.3 -0.2 0.03
H 2.090 3.854 -3.029 0.0 0.1 0.0 0.08
O 2.067 -2.069 0.309 -0.2 0.0 -0.4 -0.05
H -0.054 1.194 2.502 0.0 0.1 0.0 0.13
C -1.171 -2.742 -1.373 -0.2 0.0 0.1 0.01
C 0.863 1.534 1.994 0.0 0.3 -0.1 -0.19
H 0.919 -2.247 -2.801 0.0 0.1 0.0 0.17
H 2.493 -2.661 2.180 0.0 0.1 0.0 0.12
C 1.212 -0.245 -2.505 0.1 1.0 0.3 -0.31
C -2.729 -1.758 0.168 0.1 0.2 0.0 -0.27
C -4.383 -0.932 1.674 -0.1 0.2 0.1 -0.09
H 1.408 2.639 0.249 0.0 0.1 0.1 0.10
H 0.793 3.772 -1.816 0.0 0.1 0.0 0.07
N -0.518 1.908 -0.002 -0.6 -0.2 -0.1 0.06
H -3.680 -0.550 2.423 0.0 0.0 0.0 0.09
H -0.808 -3.588 -1.935 0.0 -0.1 0.0 0.12
C -0.498 -1.515 -1.497 -0.3 0.4 0.3 -0.18
H 2.065 -1.255 -0.210 0.0 0.0 0.0 0.07
H -1.372 1.764 0.522 0.2 0.0 -0.1 0.11
O -3.830 -1.993 0.938 0.2 -0.2 -0.2 -0.08
C 1.703 1.911 -2.324 -0.1 0.1 0.0 -0.32
H -2.446 0.290 0.629 -0.1 0.0 0.1 0.09
H -5.252 -1.346 2.182 0.1 0.1 0.0 0.09
C -0.196 0.848 -0.820 0.3 0.1 -0.5 -0.14
C 1.571 -0.713 2.264 0.2 -0.4 0.0 -0.19
H 3.516 -1.329 1.576 -0.1 -0.1 0.1 0.13
C 1.767 3.382 -2.104 0.1 0.0 0.0 -0.05
```
Forces are in eV/Å.

Properties
Kohn-Sham gap = 7.357 eV
DFT total energy = -1066.399855 Eh
energy above the lowest of the compared OMol25 structures with the same formula, charge and spin = 265.2 kJ/mol
highest occupied orbital energy = -7.5 eV
charge = 0



Record 5
C16H20NO2Ti | ωB97M-V/def2-TZVPD

The geometry in XYZ format:
```
40
Properties=species:S:1:pos:R:3:forces:R:3:lowdin_charge:R:1
H 2.305 0.060 3.407 -0.2 -0.4 -0.5 0.10
C -0.370 1.298 1.794 -0.3 -0.3 0.4 -0.23
H -1.794 -1.159 -1.734 0.5 0.2 0.5 0.08
C 2.648 -2.336 1.620 -2.5 3.0 -2.5 -0.54
C -0.829 0.813 -3.142 -0.6 -0.1 -0.5 -0.04
H -1.654 -2.415 2.456 0.2 0.3 -0.5 0.11
H -1.865 0.554 -2.926 0.0 -0.2 -0.2 0.07
C -2.001 -1.336 0.488 -0.5 -1.0 -0.9 -0.20
C -1.404 -1.546 -0.792 -0.9 -1.0 0.8 -0.19
C -0.382 -2.531 -0.653 -0.5 0.4 -0.4 -0.18
H 1.462 2.876 -1.806 -0.1 -0.1 -0.2 0.12
C 0.117 -0.385 3.319 0.6 0.9 0.3 -0.17
H -2.807 -0.628 0.692 0.3 -0.3 0.0 0.10
C -1.380 -2.249 1.412 -0.5 -0.6 -0.8 -0.21
H 1.976 -0.093 -2.263 0.0 -0.1 0.5 0.12
H -0.280 -0.064 -3.480 0.0 -0.1 0.0 0.10
C -0.391 -2.989 0.697 -0.8 0.2 0.5 -0.19
O 0.259 0.439 -0.997 3.5 0.9 -1.6 -0.23
H -0.778 2.908 -0.413 -0.1 -0.2 -0.4 0.07
H 1.784 1.896 1.492 0.0 -0.1 0.1 0.08
O 3.354 -3.065 2.231 1.1 -1.2 0.9 -0.01
C 1.675 0.708 -1.576 -1.0 -0.7 0.7 -0.06
C -0.207 1.425 -1.923 -0.5 1.3 -0.3 -0.60
H 0.252 -2.901 -1.463 -0.2 0.2 0.4 0.10
C 1.339 0.220 2.933 -1.0 0.7 0.3 -0.17
H -0.829 1.560 -3.942 -0.1 -0.1 0.0 0.09
H 1.346 1.957 -3.378 0.2 0.2 0.1 0.11
H 2.327 0.849 -0.722 0.2 -0.3 -0.1 0.10
N 1.929 -1.576 1.008 4.1 -2.7 1.0 -0.02
H -2.139 2.017 -1.220 0.2 0.2 0.3 0.09
C 1.065 1.226 1.950 -0.3 -0.3 0.5 -0.21
Ti 0.156 -0.676 0.841 -1.6 0.4 1.5 0.67
H -0.003 -1.133 4.102 0.1 0.1 -0.4 0.10
H -2.009 0.125 2.783 0.2 -0.1 -0.1 0.10
C 1.182 1.942 -2.303 -0.1 0.0 0.6 -0.09
C -0.948 0.282 2.631 0.8 0.5 -0.3 -0.22
H 0.181 -3.833 1.089 0.0 0.6 -0.1 0.11
C -1.143 2.463 -1.348 -0.2 0.1 0.0 -0.01
H -0.922 2.039 1.239 0.0 -0.1 0.2 0.06
H -1.222 3.257 -2.102 -0.1 0.0 0.1 0.09
```
Forces are in eV/Å.

Properties
Kohn-Sham gap (spin up / spin down) = 3.470 / 3.461 eV
DFT total energy = -1676.356925 Eh
highest occupied orbital energy (spin up / spin down) = -0.7 / -0.7 eV
charge = -1



Record 6
C16H21AsCl2N3RuSSi2 | ωB97M-V/def2-TZVPD

The geometry in XYZ format:
```
47
Properties=species:S:1:pos:R:3:forces:R:3:lowdin_charge:R:1
N -6.230 2.220 -1.181 0.1 -0.1 0.0 0.18
N -1.940 0.916 -0.807 0.6 0.1 0.7 -0.07
Ru -0.417 1.187 0.330 1.0 -0.4 -0.3 0.37
C 1.782 -2.151 -3.461 -0.3 0.0 0.2 -0.22
C 2.188 -3.371 0.319 -0.3 0.4 -0.2 -0.20
Cl -0.282 1.317 5.554 0.0 0.0 0.1 0.72
C -0.878 3.593 2.341 0.0 0.1 0.6 -0.62
Si 2.781 -1.588 0.322 0.7 0.5 0.1 0.34
H -1.711 5.558 2.211 0.0 0.0 0.0 0.12
Cl -0.617 3.517 0.624 -0.3 0.6 0.1 0.74
H 0.055 0.550 -4.034 0.0 0.0 0.0 0.04
C -1.438 4.741 2.865 0.0 0.1 -0.2 -0.09
C 4.262 -1.236 -0.786 -0.2 -0.2 0.2 -0.22
H 3.858 -1.387 2.547 0.0 0.0 -0.1 0.04
N -4.687 -1.909 -2.299 0.0 0.1 0.0 0.18
H -1.516 0.178 -3.316 0.0 0.0 0.0 0.00
S 0.211 1.044 2.475 -0.4 -0.4 -1.4 0.64
H 2.089 -3.773 -0.691 0.0 0.0 0.0 0.02
C -0.514 2.501 3.132 0.1 0.3 0.0 -0.66
H -1.327 -3.455 -2.834 0.1 0.1 -0.1 0.05
H -0.958 -0.730 -4.715 0.0 -0.1 0.0 0.05
H 2.904 -3.997 0.856 0.1 0.1 0.0 0.05
H 2.290 -2.901 -2.853 0.0 0.0 0.0 0.02
C -3.086 0.770 -1.049 -0.5 -0.3 -0.2 -0.14
H -1.828 -2.390 -1.524 0.0 0.0 0.0 0.02
H -0.471 -3.501 -1.291 0.0 0.0 0.0 0.02
H 4.100 -1.573 -1.810 0.0 0.0 0.0 0.01
C -0.722 2.615 4.515 0.0 0.1 -0.2 -0.68
H 2.472 -1.324 -3.634 0.0 0.0 0.0 0.03
H 2.132 -1.060 2.666 0.0 0.0 0.0 0.00
C -0.960 -2.842 -2.008 0.3 0.4 0.3 -0.19
C -1.283 3.760 5.053 0.0 -0.1 0.1 -0.08
C -4.579 -0.832 -1.911 -0.1 -0.3 0.0 -0.19
C -4.356 0.477 -1.400 0.5 0.1 0.1 -0.22
H 1.556 -2.607 -4.427 0.0 0.0 0.0 0.04
H -1.442 3.809 6.122 0.0 0.0 0.0 0.12
H 1.225 -3.462 0.823 0.0 0.0 0.0 0.04
C 3.017 -0.899 2.050 -0.1 -0.1 -0.3 -0.25
H 3.221 0.172 2.019 0.0 0.0 0.0 0.03
H 5.154 -1.737 -0.405 0.0 0.0 0.0 0.04
H 4.464 -0.164 -0.815 0.0 0.0 0.1 0.04
Si 0.197 -1.518 -2.667 0.1 0.5 -0.8 0.35
As 1.039 -0.215 -0.740 -1.1 -1.4 1.0 0.84
C -0.635 -0.257 -3.785 0.1 -0.3 0.3 -0.22
H -2.081 5.706 4.661 0.0 0.0 0.0 0.12
C -5.396 1.433 -1.273 -0.2 0.2 -0.1 -0.19
C -1.641 4.817 4.233 0.0 0.0 0.0 -0.04
```
Forces are in eV/Å.

Properties
Kohn-Sham gap (spin up / spin down) = 5.652 / 5.687 eV
DFT total energy = -5014.500168 Eh
energy above the lowest of the compared OMol25 structures with the same formula, charge and spin = 52.7 kJ/mol
highest occupied orbital energy (spin up / spin down) = -11.6 / -11.6 eV
charge = +1